[1]
The following is a DFT calculation (the ωB97M-V functional and the def2-TZVPD basis) of an isolated ion of composition C9H9N4 and charge +1.

2S+1: 1
Frontier orbital gap: 8.7 eV
Net charge: +1
HOMO level: -12.174 eV

Last column: natural (NBO) charge in e.
Geometry (Å):
N: 0.16 -3.56 -0.43  -0.216
C: 0.12 -2.55 0.11  0.220
C: 0.17 -1.20 0.62  -0.256
C: 1.34 -0.42 0.21  0.017
C: 1.72 0.82 0.75  -0.255
C: 2.87 1.28 0.11  -0.286
C: 3.10 0.25 -0.84  -0.007
N: 2.17 -0.75 -0.81  -0.484
C: -1.37 -0.29 0.08  0.447
N: -2.68 -0.56 0.11  -0.494
C: -3.42 0.55 -0.05  -0.035
C: -2.58 1.61 -0.18  -0.045
N: -1.27 1.04 -0.08  -0.497
H: 0.02 -1.30 1.75  0.298
H: 0.97 1.32 1.44  0.214
H: 3.45 2.12 0.29  0.251
H: 4.04 0.28 -1.50  0.245
H: 2.09 -1.55 -1.45  0.455
H: -3.18 -1.41 0.29  0.455
H: -4.47 0.30 -0.05  0.257
H: -2.89 2.52 -0.40  0.244
H: -0.36 1.50 0.03  0.470



[2]
The following is a DFT calculation (the ωB97M-V functional and the def2-TZVPD basis) of C26H44BrCl8F3N3O6S2 as an isolated structure.

2S+1: 1
Frontier orbital gap: 7.2 eV
Net charge: +1
HOMO level: -11.949 eV

Last column: Löwdin charge in e.
Geometry (Å):
C: 3.11 1.01 3.53  0.096
C: 2.73 -0.15 3.46  -0.109
C: 1.74 -1.37 3.30  -0.145
C: 0.58 -1.12 2.27  -0.141
N: 0.64 -1.10 0.95  0.116
C: 1.94 -1.39 0.32  -0.270
C: 2.33 -2.96 0.29  -0.039
C: 2.19 -0.88 -1.16  -0.243
C: 2.21 0.72 -1.31  -0.121
C: -0.75 -0.86 0.42  -0.303
N: -0.79 -0.11 -0.87  0.120
C: -1.05 -2.35 -0.16  -0.099
O: -2.17 -2.36 -1.09  -0.134
N: -2.44 -3.68 -1.44  -0.012
O: -3.50 -3.69 -1.93  0.096
C: -1.74 -0.32 1.57  -0.310
C: -1.64 1.27 1.31  -0.139
C: -2.34 2.22 2.37  -0.399
C: -3.59 3.04 1.77  -0.110
C: -1.30 3.36 2.87  -0.095
S: -3.55 -0.63 1.39  0.726
C: -4.11 -2.37 1.27  -0.130
O: -4.35 -0.08 2.52  -0.304
O: -4.10 0.04 0.18  -0.311
C: -0.92 -0.92 2.82  -0.536
Br: -0.50 0.35 4.32  1.052
S: -1.60 -2.35 3.83  0.750
O: -0.93 -2.27 5.15  -0.358
O: -3.03 -2.21 4.19  -0.242
C: -1.16 -4.05 3.23  -0.504
F: -2.20 -4.71 2.59  0.104
F: 0.01 -4.14 2.50  0.100
F: -0.94 -4.82 4.37  0.113
H: 3.66 1.99 3.34  -0.033
H: 2.39 -2.19 2.84  0.117
H: 1.40 -1.78 4.29  0.112
H: 2.80 -0.92 0.90  0.155
H: 3.45 -2.99 0.14  0.099
H: 2.09 -3.50 1.25  0.066
H: 1.88 -3.47 -0.62  0.078
H: 3.24 -1.21 -1.43  0.101
H: 1.52 -1.39 -1.94  0.007
H: 2.39 1.12 -0.27  0.004
H: 3.12 0.99 -1.91  0.080
H: 1.28 1.11 -1.80  0.069
H: -1.75 0.12 -1.12  0.105
H: -0.41 -0.66 -1.64  0.077
H: -1.26 -3.11 0.65  0.106
H: -0.17 -2.75 -0.75  0.133
H: -2.13 1.59 0.34  0.127
H: -0.54 1.51 1.22  0.124
H: -2.73 1.73 3.30  0.092
H: -4.49 2.37 1.63  0.060
H: -3.32 3.57 0.82  0.087
H: -3.88 3.78 2.58  0.088
H: -1.17 3.24 3.99  0.057
H: -1.74 4.39 2.65  0.083
H: -0.29 3.27 2.37  0.069
H: -4.60 -2.74 2.22  0.091
H: -3.35 -3.13 0.98  0.032
H: -4.93 -2.43 0.48  0.105
Cl: 5.41 3.55 3.24  0.595
C: 6.04 3.97 1.63  -0.631
C: 4.94 4.43 0.70  -0.641
Cl: 3.83 3.12 0.25  0.598
H: 6.56 3.10 1.23  0.074
H: 6.76 4.77 1.77  0.079
H: 5.38 4.81 -0.23  0.079
H: 4.35 5.24 1.14  0.075
Cl: -8.79 5.81 2.72  0.541
C: -8.63 4.44 1.60  -0.666
C: -7.20 3.96 1.48  -0.671
Cl: -6.16 5.15 0.65  0.549
H: -9.03 4.75 0.63  0.069
H: -9.25 3.64 1.99  0.073
H: -7.16 3.04 0.89  0.073
H: -6.76 3.76 2.46  0.065
Cl: 1.46 -1.60 -4.28  0.604
C: 2.47 -2.76 -5.18  -0.646
C: 2.80 -3.99 -4.36  -0.629
Cl: 3.90 -3.62 -3.01  0.574
H: 3.37 -2.24 -5.51  0.013
H: 1.91 -3.05 -6.07  0.066
H: 3.30 -4.72 -4.99  0.081
H: 1.90 -4.45 -3.95  0.070
Cl: 5.64 -0.53 -6.19  0.546
C: 5.40 0.07 -7.86  -0.651
C: 3.96 -0.05 -8.30  -0.649
Cl: 3.46 -1.74 -8.52  0.559
H: 6.07 -0.48 -8.52  0.072
H: 5.70 1.12 -7.86  0.075
H: 3.83 0.45 -9.27  0.076
H: 3.28 0.42 -7.59  0.070



[3]
The following is a DFT calculation (the ωB97M-V functional and the def2-TZVPD basis) of one molecule with the formula C4H11NS.

2S+1: 1
Frontier orbital gap: 9.4 eV
HOMO level: -8.387 eV

Last column: natural (NBO) charge in e.
Geometry (Å):
C: -1.55 1.91 0.93  -0.654
C: -1.22 0.36 1.30  -0.594
S: -1.66 -0.92 0.14  0.233
C: -0.35 -0.50 -0.99  -0.401
N: 1.15 -0.50 -0.63  -0.668
C: 2.12 -1.65 -0.78  -0.411
H: -2.53 2.06 1.33  0.209
H: -0.75 2.41 1.46  0.210
H: -1.41 2.53 0.08  0.228
H: -0.04 0.33 1.07  0.249
H: -1.36 0.03 2.39  0.245
H: -0.43 -1.10 -1.99  0.208
H: -0.50 0.56 -1.30  0.206
H: 1.61 0.33 -0.87  0.361
H: 2.01 -2.18 -1.67  0.178
H: 3.11 -1.33 -0.49  0.208
H: 1.82 -2.35 -0.01  0.192



[4]
The following is a DFT calculation (the ωB97M-V functional and the def2-TZVPD basis) of one molecule with the formula C5H9N.

2S+1: 1
Frontier orbital gap: 10.7 eV
HOMO level: -9.720 eV

Last column: natural (NBO) charge in e.
Geometry (Å):
C: 1.44 0.00 0.30  -0.485
C: 0.69 1.15 -0.18  -0.431
C: -0.81 0.64 -0.30  -0.068
N: -1.48 0.02 0.73  -0.542
C: -0.80 -0.70 -0.49  -0.133
C: 0.60 -1.14 -0.09  -0.431
H: 2.32 0.05 -0.44  0.242
H: 1.82 -0.01 1.42  0.230
H: 0.97 1.74 -1.16  0.233
H: 0.45 1.85 0.72  0.215
H: -1.44 1.48 -0.92  0.177
H: -0.61 -0.10 1.33  0.320
H: -1.53 -1.14 -1.16  0.232
H: 0.50 -1.92 0.70  0.225
H: 1.13 -1.82 -1.01  0.216



Number 1: strongest force on any atom 5.70 eV Å⁻¹, lowest unoccupied orbital energy -3.50 eV. Number 2: strongest force on any atom 7.66 eV Å⁻¹, lowest unoccupied orbital energy -4.77 eV. Number 3: strongest force on any atom 4.51 eV Å⁻¹, lowest unoccupied orbital energy 0.97 eV. Number 4: strongest force on any atom 10.83 eV Å⁻¹, lowest unoccupied orbital energy 0.95 eV.